1.
73
Properties=species:S:1:pos:R:3:forces:R:3 method="wB97M-V/def2-TZVPD" e_homo_ev=-2.322 e_above_lowest_kj_mol=315.8 charge=-2
Sc 10.4553 18.3603 9.1970 -0.2589 0.0560 0.9017
H 16.9754 14.3996 8.8468 -0.3149 -0.5512 0.3416
H 13.6214 18.3295 5.9539 -0.3032 1.5098 0.5471
C 10.5883 16.0964 12.0667 -0.9238 -0.6986 -2.1435
C 17.8108 10.9555 8.7721 -1.7985 0.9887 1.0136
O 11.0131 18.4520 6.9970 0.7010 1.6730 0.2322
C 13.6746 19.4868 13.7726 1.1378 -0.1784 1.5829
C 12.3428 15.2391 7.9616 -0.0395 1.1154 -0.2602
C 16.6190 10.9173 6.6589 -0.1004 -2.0456 -0.5933
C 9.3351 23.4181 7.6081 -0.4652 0.2746 1.5219
H 14.5410 20.0101 14.1829 -0.1389 -0.2229 0.1334
N 15.1009 12.9279 7.5603 0.9544 -1.6875 1.0591
H 12.5000 15.7707 14.7688 0.5621 -0.0908 -0.0227
C 10.3637 23.3660 9.8249 -0.2423 0.9268 -1.4132
C 14.3672 13.9589 8.0714 0.9259 0.0426 -0.7661
C 9.4565 21.2823 8.8070 1.4266 1.3213 0.5569
H 11.3736 15.4949 7.4852 0.8799 -0.3860 0.4620
C 10.8519 21.2987 10.9954 0.9228 -1.7427 0.7638
C 11.9041 19.5294 12.1731 -0.0274 -0.5006 0.1467
Br 9.9952 25.9316 8.7597 0.1366 1.5913 -0.1255
C 11.6924 18.1415 12.4372 0.4534 -1.1713 0.8626
O 11.4589 20.7595 6.1748 -1.1875 1.5254 -1.0464
C 18.6449 9.9556 8.3972 0.3486 -0.2272 -2.4463
C 15.7617 16.5687 10.9652 -0.5343 1.4171 1.7238
C 16.7559 11.3977 7.9362 0.4549 0.1737 -0.2651
H 8.9078 24.0135 6.8288 0.1098 0.1615 -0.6421
C 12.3341 17.5617 13.5473 0.0320 -1.8625 0.1509
C 16.2315 14.9016 9.4620 0.9092 -0.9699 -1.7170
S 11.8361 19.7186 7.0486 2.3574 -2.3853 1.7057
H 15.9933 17.2712 11.7628 0.4869 -0.1361 0.1335
N 14.5141 16.6977 10.6058 -0.2038 -0.2961 -0.7261
H 17.3085 9.3367 5.2511 0.1921 0.6559 0.7959
C 16.7114 15.7188 10.4185 -0.4177 0.2148 0.4056
C 12.7816 16.1615 9.0094 -0.6040 -0.0199 -0.9206
C 12.0921 16.1749 13.8526 -0.8763 -0.4631 -0.5720
H 14.0115 17.6789 14.8974 0.1273 -0.2013 0.2636
Br 19.8959 8.4599 6.2153 -0.1839 -0.1302 0.4732
H 8.5341 21.5268 6.8426 0.7579 0.7920 1.2330
O 7.4065 15.7020 8.7656 0.5496 1.0345 -0.6170
C 9.9265 24.0999 8.7017 0.0020 -2.8433 0.5247
C 13.1728 14.2375 7.4339 -1.7677 1.3703 1.4124
C 17.4422 9.8508 6.2279 0.2484 0.8698 0.0324
O 12.0328 20.0633 8.5072 -0.8049 -0.5792 -1.8283
C 12.9029 20.2133 12.8873 -1.6013 -0.6450 -1.5564
S 8.6752 16.2191 9.2444 -3.1259 -2.2612 4.9838
H 10.8547 23.9467 10.5998 0.0032 -0.3290 0.2156
H 12.7638 13.6137 6.6503 0.3362 -0.0805 -0.1117
O 12.2053 17.2626 9.3190 0.2220 -1.0562 -0.3179
C 10.2462 21.9784 9.8754 -1.5037 -1.0513 -1.1190
H 17.7367 15.7008 10.7694 -0.0384 0.1667 -0.2762
O 9.1337 15.1774 10.3054 -1.4622 0.3959 -3.6762
C 14.0553 15.8779 9.6310 0.8387 -0.9121 -0.6203
H 13.0723 21.2581 12.6385 0.2951 -0.2266 0.1618
H 15.7297 11.2699 6.1448 0.3380 -0.1756 -0.3848
C 13.3908 18.1800 14.1811 0.3965 2.6024 -0.5753
C 9.0525 22.0738 7.6920 -0.3947 -0.5196 -0.7919
N 11.1194 20.0088 11.1280 -0.9279 2.6162 -1.3678
H 13.9023 20.1991 5.8119 -0.3226 -1.3431 1.3288
H 9.7449 15.6349 11.2139 1.6417 0.3629 1.9638
N 10.8872 17.3135 11.7133 -0.5769 2.8286 -0.4281
C 11.2760 15.4012 13.0481 1.6304 0.5548 2.2337
H 11.1691 22.0102 11.7919 -0.0380 -0.5013 -0.2602
H 11.2181 14.3069 13.1774 -0.3691 0.7271 0.0470
C 18.5176 9.5111 7.0561 -0.4212 -0.3782 -0.0753
O 8.6192 17.5481 9.9901 -0.2075 -0.3419 -0.6564
H 19.4340 9.5820 9.0015 0.5447 -0.1251 0.4408
H 14.0932 19.1857 7.4628 0.0633 0.4934 -0.8979
O 9.2130 20.0404 8.8131 0.2500 -0.7145 0.3991
H 17.8370 11.4170 9.7652 0.1061 -0.3102 -0.2660
O 9.6912 16.4928 8.2724 2.0909 0.2935 -2.4274
C 13.5689 19.3383 6.4926 -0.4022 -0.9520 -0.2846
N 15.8529 12.3341 8.4258 -0.4182 1.6846 0.1328
C 14.8786 14.8515 9.0604 -0.4300 0.8726 1.3115

---

2.
155
Properties=species:S:1:pos:R:3:forces:R:3 method="wB97M-V/def2-TZVPD" e_homo_ev=-8.434
Br 4.1049 -7.0742 -3.0672 0.1611 0.0693 0.2994
Br 12.0597 -7.2515 3.1955 -0.1380 0.0393 0.1225
P 0.4012 0.3215 -3.0889 0.4058 -0.8312 -0.9789
Br 5.0887 -13.5659 -3.1453 0.0840 0.0383 0.1495
Br 10.5031 -2.2774 7.8888 -0.0855 -0.0832 -0.0398
Br -0.0569 4.2155 2.2955 0.2845 0.3569 1.3115
C 7.2428 -4.0148 12.7711 0.0425 0.0221 -0.0034
Br -14.7960 3.5852 4.2135 0.0965 0.1134 -0.1041
H 0.7912 -1.5822 -1.0530 0.3947 0.3744 0.1095
Br -2.2098 -6.2878 -9.7687 0.0294 -0.0813 -0.0935
H 0.3478 -5.6125 -4.0726 0.0145 -0.0625 -0.1355
Br 10.4128 2.3051 9.0623 -0.0211 -0.0622 -0.1543
Br -13.4313 6.3372 3.3341 -0.0193 -0.1282 -0.0338
H 9.8765 3.0638 6.7680 0.0189 -0.0722 0.0320
H 6.3945 -7.9336 -2.6947 -0.0605 -0.0019 0.0521
S -0.3879 5.7075 -1.3460 0.0161 -0.0304 0.4470
Br 2.3272 6.2149 3.0684 -0.0972 -0.1917 -0.0842
C -8.2193 5.2762 1.7644 0.0292 0.0778 0.0069
Br 2.8238 -3.7030 4.5972 0.1012 -0.0329 0.3343
Br -16.2520 9.5711 3.6827 0.0907 -0.0607 0.1956
O 4.8036 1.6684 -1.4733 -0.2816 -0.2066 0.3824
C 1.4710 1.0989 -1.7414 -0.1385 1.7071 -0.3555
H -0.3898 -1.3508 0.6448 -0.0835 0.5407 -0.3900
C -3.9553 -1.1697 -3.8576 0.0192 0.0470 -0.1231
Br 1.8104 -10.0967 -8.0754 0.0558 0.0796 0.0635
C 10.0687 2.0802 7.1767 -0.0037 -0.0053 -0.0145
Br 4.9045 5.6423 -1.7702 0.3164 -0.0057 0.5575
Br -2.2824 0.1902 0.0128 0.3843 -0.0753 -0.2399
H 3.0203 4.9771 -6.3109 0.0171 0.0051 0.0903
H 5.7014 -12.1050 -1.2471 0.0519 -0.0983 -0.0345
C 3.4659 -9.1691 -7.7160 0.0973 0.0047 -0.0253
Br 7.9514 -2.2278 12.6053 -0.0605 -0.1626 -0.0327
C -14.4024 15.0723 7.9168 0.0256 0.0505 -0.0121
Br 5.4541 -1.9627 5.1074 -0.2278 -0.0361 0.0241
C 5.5759 -7.7410 -2.0126 0.0358 0.0427 -0.0540
Br 1.7655 -6.2430 -9.7566 0.0871 0.0728 0.0404
H -0.2775 -1.0662 2.9698 -0.2465 0.4762 -0.1212
C 2.9181 -4.6928 -9.7962 -0.0507 0.0829 0.0280
H 1.6315 -11.5098 -10.6942 0.0438 0.0284 -0.0657
Br 5.5053 -4.1722 11.9444 0.1465 0.0192 0.0190
C 1.6398 0.3088 -0.3729 0.2861 1.2885 -0.9819
Br 8.4752 -5.3389 12.0985 -0.1082 0.1240 0.0293
H -3.4196 -7.7667 -11.3406 0.0801 -0.0021 0.0141
Br 4.9721 -10.0482 -8.5428 -0.1450 0.0455 0.0802
H 10.3598 -5.5476 3.7732 0.0106 -0.0555 0.0663
Br 8.6795 -3.3215 5.4898 0.1018 -0.0061 0.0575
C -14.0247 4.5893 2.7581 -0.0224 -0.0880 -0.0404
Br -12.4749 15.1626 7.8736 -0.1624 -0.0401 0.0028
Br -1.4752 -7.1680 -12.7496 -0.0180 -0.0580 0.1584
Br -19.4180 12.8228 1.6350 0.0914 0.0082 0.1482
Br -0.9690 -5.4813 -6.1653 0.1495 0.0116 0.0322
C 3.8390 0.6136 1.2200 0.2532 -0.5469 -1.7553
C -18.6836 13.3232 3.3480 -0.0398 0.0056 0.0713
C 3.2815 4.4971 -5.3766 -0.0074 -0.0001 -0.1143
Br 2.8479 3.0951 2.6256 -0.2644 0.1042 0.9210
Br 11.6048 1.3695 6.2488 -0.1275 0.0295 0.0974
Br -15.1339 14.5759 6.2010 0.0313 0.1142 0.2152
H 0.1229 1.6857 0.5458 0.4440 -0.3725 -0.1617
Br 5.1991 4.2953 -5.3616 -0.1824 -0.0057 0.0178
H -1.9922 -0.6012 2.5560 0.5735 -0.0310 0.4033
Br -16.7571 13.4213 3.2950 -0.1283 -0.0103 -0.0971
Br -7.3401 4.2949 3.1751 -0.0942 0.0563 -0.1208
H 1.5521 3.2082 -0.8864 0.0080 -0.5223 -0.1895
H -0.3744 1.2947 -3.7664 0.0812 0.0159 0.7882
O 2.8047 1.1262 -2.3216 0.1021 -0.1563 1.8101
C 0.5659 0.6838 0.6968 -0.3688 -1.1242 -0.1864
Br -15.9705 7.9391 6.4216 0.0443 0.1440 -0.1380
C -0.9269 -0.3319 2.4625 -0.4691 0.1600 -1.2613
H -0.6946 3.3667 -2.7262 0.0089 -0.4395 0.3882
Br 0.4557 -3.1460 -4.4638 0.7783 -1.6992 -0.5463
Br -5.3769 -1.6274 -5.0805 0.1243 0.0717 0.1008
H -1.1062 2.0653 -1.5987 0.3416 0.3240 0.1933
H 2.7197 -2.7952 2.1552 -0.4337 0.5412 -0.3463
Br 7.8715 -13.2338 -1.6124 -0.1707 0.0000 0.0118
H -0.7794 0.6937 2.8401 -0.0934 -0.4855 0.1522
C 0.4860 -5.0283 -4.9748 -0.4214 -0.1576 0.3454
Br 4.7804 -5.1919 -9.6770 -0.1548 -0.0155 0.0485
C -4.3140 6.2339 -0.9101 0.1091 -0.0155 -0.0568
H -0.5471 -0.5384 -2.4698 0.1743 0.6176 0.0839
Br -15.0335 13.9071 9.3201 0.0656 0.0554 -0.1452
C 3.5333 -2.0456 5.2793 -0.0471 0.0618 0.0199
Br -4.5105 4.9638 -2.3490 0.0041 0.0750 0.1485
C 10.5433 -6.5445 4.1546 -0.0598 0.0442 -0.0898
C -0.6057 -0.3105 0.9122 0.2621 -0.0123 2.0482
Br 2.6717 5.6633 -3.9539 -0.3007 -0.1839 -0.4311
H 9.4730 -4.4947 7.5175 -0.0535 0.0559 -0.0709
C 1.8412 -11.3748 -11.7483 0.0168 0.0109 0.0334
H -7.5481 6.0723 1.4666 -0.0155 -0.0912 0.0028
C 4.7418 0.1750 1.9022 -0.5033 1.1318 -0.0757
H -19.0472 14.3175 3.5729 0.0302 -0.0714 -0.0247
C 9.1010 -3.4900 7.3657 -0.0113 0.0565 0.1415
Br -9.8504 6.1047 2.3762 0.1924 -0.0701 -0.0354
C 3.6742 1.3568 -1.2617 0.2092 0.0662 -0.5775
H 3.5888 -1.8604 0.1042 -0.4952 -0.1773 0.2084
C 5.9497 -13.1334 -1.4742 -0.0089 -0.0350 -0.0239
Br 0.1518 -11.4496 -12.6774 0.2479 -0.1010 -0.0671
H -1.9660 3.9794 -0.5917 0.5896 0.2943 -0.1776
H 3.3075 -2.0187 6.3375 0.0332 0.0035 -0.0756
S 1.4327 -0.6238 -4.4744 0.1805 1.4398 0.4363
Br -1.7576 -9.3732 -10.4594 -0.0928 0.2442 0.0531
H -4.1220 -1.7360 -2.9498 0.0131 0.0726 -0.0461
H 5.5479 0.0434 2.6106 -0.4941 -0.2620 -0.3757
H -14.2490 9.0741 5.0506 -0.0791 0.0028 0.0184
Br 5.2795 -14.2144 -0.0222 0.0650 0.0750 -0.1288
Br -8.5186 4.1777 0.2065 0.0213 0.0638 0.1418
C 6.0614 5.4589 -0.2315 0.0727 -0.0772 -0.1797
Br -2.2233 -1.6871 -4.5415 -0.8412 0.2004 0.1169
H 2.3334 -1.2417 -1.8139 -0.2019 0.4589 0.4693
Br 3.0164 -12.8109 -12.2797 -0.0911 0.1317 0.0271
C 2.5145 -2.1337 0.1180 0.2357 0.2075 0.0632
Br -5.9117 7.2848 -0.6566 0.0828 -0.0738 -0.0319
H 1.5064 3.0575 -2.6398 0.0132 -0.3081 0.5050
Br -4.0029 0.7040 -3.3745 0.0063 -0.0823 -0.0441
C -15.2562 9.3610 5.3251 0.0028 -0.0302 0.0509
Br 2.4362 -3.3970 -8.4500 0.0566 0.0421 -0.3616
C 1.7999 -1.1614 -0.8465 -0.2095 -0.9873 0.7621
H 1.0276 -2.6974 1.6757 0.4065 0.2375 -0.2290
Br -19.2978 12.1606 4.7599 0.0813 0.0850 -0.1295
Br 2.3889 2.7845 -5.3487 0.1360 0.1005 0.0211
Br 6.1971 -6.4332 -0.7372 -0.0927 -0.1335 -0.0820
H 2.4634 -3.1607 -0.2939 -0.0178 0.5140 0.0401
Br 2.6866 -9.6520 -11.9365 -0.1080 -0.1126 -0.0180
H -14.7629 16.0677 8.1422 0.0299 -0.0755 -0.0057
H 1.0953 0.7451 1.6688 -0.2828 -0.1172 -0.4387
H -3.5220 6.9162 -1.1944 -0.0255 -0.0786 0.0177
H 3.3833 -8.1865 -8.1673 -0.0332 -0.0721 0.0151
H 1.4279 4.2632 4.2910 0.0041 -0.0189 -0.0850
Br -12.6221 3.6047 1.8717 -0.1767 0.0754 0.1150
Br 8.9458 -7.5773 3.8355 0.1502 0.0856 0.0495
C -0.4540 2.9450 -1.7261 0.4440 1.2034 -0.2036
C -0.8697 4.0603 -0.7111 -0.4704 -1.2981 0.0710
C -2.3669 -7.6634 -11.1111 -0.0407 0.0181 0.0164
H 2.4846 1.9996 0.5411 0.4801 0.2123 -0.9489
H 1.9141 -1.2047 2.0846 0.2042 -0.5698 -0.5989
C 2.9445 1.1149 0.0844 0.0102 -1.4751 0.7031
H -0.2939 6.4285 -0.1901 -0.0990 -0.5590 -0.3444
Br 5.4635 4.0158 0.8966 0.3362 0.3189 -0.1714
H 7.0440 5.1962 -0.6027 -0.0554 0.0349 0.0604
Br 7.5332 -3.2925 8.4717 0.0979 0.0238 -0.0787
C 2.0046 -2.1802 1.5721 0.1504 -0.4729 0.0680
H 7.1113 -4.2095 13.8276 0.0011 0.0088 -0.0816
H -0.4360 3.8609 0.2957 -0.3181 0.2108 -1.8058
H -14.8095 4.7475 2.0297 0.0550 0.0210 0.0654
Br -3.7626 5.3751 0.7268 -0.3216 0.1753 0.0865
Br 8.4912 1.0155 6.8628 0.0731 0.0500 0.0189
Br 2.6759 -0.5118 4.4779 0.0774 0.0405 0.5284
Br 2.2001 -5.5227 -5.7078 -0.1902 -0.0886 0.2953
Br -15.1248 11.0204 6.3045 -0.0759 -0.2196 -0.1664
Br 10.9136 -6.3661 6.0410 0.0840 -0.1428 -0.1135
Br 6.2502 7.1124 0.7510 -0.0650 -0.1313 -0.0753
Br 3.7372 -8.9048 -5.8234 -0.0107 -0.1758 -0.3778
C 1.6127 4.4323 3.2374 0.0649 0.1240 0.2038
H 2.7763 -4.2177 -10.7584 0.0221 -0.0629 0.0565
Br 5.1398 -9.4205 -1.1637 -0.0379 0.1773 0.0105
C 1.0930 2.6295 -1.7091 -1.3004 0.0059 -0.1843

---

3.
85
Properties=species:S:1:pos:R:3:forces:R:3 method="wB97M-V/def2-TZVPD" e_homo_ev=-3.893 e_above_lowest_kj_mol=0.0 charge=-1
H 1.8453 0.2613 -4.7746 0.0106 0.0123 0.0111
H -3.0182 -2.5678 3.8969 0.0187 -0.0334 0.0469
C 0.3279 1.1147 -0.0925 -0.1138 -0.1398 -0.3177
C 4.5096 -1.7237 1.0292 -0.0433 0.0538 -0.0107
H 0.8138 -1.8085 2.6308 -0.0166 0.0051 0.0030
S -5.9595 0.6047 -3.3549 -0.0211 0.1008 -0.0967
H 5.1120 2.4498 -3.7883 0.0047 0.0060 -0.0022
H -4.9131 -1.2584 1.8693 -0.0161 0.0190 0.0181
Si 1.3622 -1.6157 -3.2016 -0.2665 -0.0364 -0.0521
C 0.2844 -3.1222 -3.3817 -0.0931 -0.1297 -0.0238
H 4.3096 0.9151 -2.0485 0.0056 -0.0128 0.0403
H -2.9254 2.9464 4.8191 -0.0014 0.0081 0.0020
Si -2.4743 -1.6465 1.6803 0.0778 0.0642 -0.2303
C -3.5660 3.4702 2.8384 0.0207 -0.0045 -0.0751
C 2.2350 -1.0612 4.0679 -0.0177 0.0435 -0.0370
H 0.3577 2.5161 -2.4316 0.0453 -0.0469 0.0199
N -1.1615 -0.8482 0.9326 -0.0841 -0.2537 0.4808
H -6.8737 -1.6200 -0.6977 -0.0096 -0.0016 -0.0003
C 3.1533 -2.1687 -3.2621 0.1532 -0.0476 0.0801
C 1.8497 3.3543 -3.7268 0.0519 0.0162 -0.0384
H 1.1413 2.4420 2.8798 -0.0261 0.0008 0.0091
N 0.9840 -0.8817 -1.6992 -0.0021 0.1474 0.1873
H 6.0537 -1.0146 2.3390 -0.0013 -0.0051 0.0087
C -2.7716 2.8032 3.7564 0.0592 -0.0523 -0.0346
P -0.3769 0.4709 1.3132 -0.0750 0.4933 0.1374
P 1.6048 0.3735 -0.9317 0.3237 0.7624 0.2998
C -4.0331 -0.6109 1.8088 -0.0856 0.1115 0.0154
C -2.3614 2.4122 1.0435 0.0950 -0.0189 -0.1415
C 3.4293 -1.3702 0.2288 0.0111 -0.0579 -0.0093
H 3.8439 -1.3570 -3.0229 0.0079 0.0249 -0.0194
C 2.8058 0.0699 4.6316 -0.0208 0.0481 -0.0008
H -1.3375 -2.9548 3.4963 -0.0050 0.0057 -0.0064
H -2.2082 2.2691 -0.0232 0.0563 -0.0297 0.0617
C 1.3988 2.4973 -2.7378 -0.1010 -0.0159 0.1154
H 3.5633 -0.0295 5.3995 0.0114 -0.0038 -0.0045
H -2.4191 -3.0851 -0.3246 -0.0124 0.0128 -0.0179
C -2.8294 -3.1952 0.6815 -0.0389 -0.0929 -0.0580
C 1.2590 -0.9315 3.0868 0.0168 -0.0390 -0.0290
H 3.3879 -2.5205 -4.2705 0.0231 -0.0252 -0.0004
H -4.2589 -1.5317 -1.0484 -0.0220 -0.0014 0.0085
H 1.1529 4.0345 -4.1999 0.0017 0.0118 -0.0106
H -3.9728 3.7810 0.7484 -0.0119 0.0141 0.0011
C 4.8393 0.5913 1.5928 -0.0283 -0.0868 -0.0394
C -6.3856 -1.0155 -1.4502 0.0926 0.0072 0.0050
Te -2.6281 0.2488 -3.3508 -0.1127 0.0776 0.1540
H -4.1615 0.0558 0.9546 -0.0104 -0.0400 -0.0469
C 2.4103 1.3333 4.2046 -0.0226 -0.0872 -0.0225
C 4.0683 2.4673 -3.4996 -0.0436 -0.0501 0.0536
C 3.0583 -0.0378 0.0918 0.0376 -0.1769 -0.1482
H 2.8553 -2.1272 -0.2934 0.0057 0.0093 0.0166
C 0.8485 0.3260 2.6614 -0.0958 -0.0384 0.0715
C -7.0555 -0.2100 -2.3203 0.0511 -0.0548 0.0638
C 3.6107 1.6017 -2.5108 0.0305 -0.0628 -0.0699
C 3.7701 0.9408 0.7837 -0.0469 0.0625 -0.0026
H -8.1182 -0.0504 -2.3976 -0.0310 0.0018 -0.0026
H 5.3799 1.3571 2.1347 -0.0004 0.0083 0.0077
Pt -1.0293 0.0900 -1.3680 0.2301 -0.3685 -0.4895
H 2.8626 2.2194 4.6322 0.0075 0.0101 0.0157
H -1.1820 1.4045 4.0495 0.0380 0.0079 -0.0166
C 2.2742 1.6012 -2.1218 0.0921 -0.1219 -0.0136
H 0.4553 -3.6135 -4.3436 -0.0162 -0.0232 0.0039
C 3.1863 3.3420 -4.1130 -0.0499 -0.0053 0.0238
C 1.4414 1.4578 3.2218 -0.0273 0.0388 -0.0345
H -0.7681 -2.8348 -3.3242 0.0016 0.0058 -0.0103
H -1.7625 -1.3350 4.0582 -0.0208 0.0246 -0.0015
C 1.0780 -0.5112 -4.6804 0.0131 0.1260 -0.0914
H -4.0089 0.0097 2.7089 -0.0051 0.0289 -0.0069
H 4.7933 -2.7639 1.1290 -0.0013 -0.0142 -0.0120
C -4.5831 -0.1248 -2.6349 0.0413 -0.0691 0.0660
H 2.5526 -2.0462 4.3864 -0.0031 -0.0088 0.0048
H 3.3464 -2.9867 -2.5636 0.0098 -0.0059 -0.0178
C -3.3558 3.2708 1.4771 -0.0411 0.0125 0.1056
H 3.5368 4.0145 -4.8863 -0.0061 0.0061 -0.0066
H 3.4781 1.9813 0.6934 -0.0061 0.0043 -0.0246
C -1.7762 1.9360 3.3150 -0.0823 -0.1077 0.0824
C -4.9722 -0.9677 -1.6327 -0.0762 0.0209 -0.0273
H 0.4802 -3.8445 -2.5856 -0.0013 0.0071 0.0101
H -3.9000 -3.3967 0.5947 -0.0034 -0.0240 0.0116
H -2.3636 -4.0718 1.1389 0.0313 -0.0045 -0.0236
C -2.1017 -2.1749 3.4460 0.0631 -0.0681 0.1093
C -1.5592 1.7247 1.9571 0.0857 -0.0027 0.0433
H 0.1092 -0.0128 -4.6074 -0.0031 -0.0080 -0.0307
H 1.0809 -1.1111 -5.5951 0.0069 0.0227 -0.0227
C 5.2146 -0.7430 1.7100 -0.0048 0.0332 -0.0136
H -4.3443 4.1426 3.1777 -0.0074 0.0002 -0.0031